Entry from the OMol25 dataset: a molecular structure, C5H9O4Pm (the ωB97M-V functional and the def2-TZVPD basis).

The charge is +1. The maximum force is 2.69 eV/Å. Its expectation value of S² is 8.76. Its highest occupied orbital energy (spin up / spin down) is -12.21 / -13.92 eV. Its multiplicity is 6.

CARTESIAN COORDINATES (ANGSTROEM)
1 O 0.85460 -2.01917 0.73649
2 C -0.14846 -2.82102 0.83031
3 C -1.47649 -2.34855 0.47268
4 H -0.04629 -3.72281 1.44993
5 H -2.32543 -2.80079 0.99328
6 H -1.59611 -2.17253 -0.60967
7 O -1.39069 -0.28397 0.74518
8 O 1.55447 1.09868 -0.99789
9 C 0.88289 2.13960 -1.62013
10 C -0.63000 1.94026 -1.56178
11 O -0.96471 1.72442 -0.18621
12 C -2.00277 0.78930 0.13599
13 Pm 0.77948 0.16077 0.58822
14 H 1.15546 2.23722 -2.68979
15 H 1.11710 3.11767 -1.15062
16 H -0.91326 1.04658 -2.14461
17 H -1.17950 2.81329 -1.94653
18 H -2.66729 1.30696 0.84559
19 H -2.55069 0.49990 -0.77815


Entry from the OMol25 dataset: a single C2H3NO molecule (the ωB97M-V functional and the def2-TZVPD basis).

The charge is 0. The value obtained for the energy above the lowest of the compared OMol25 structures with the same formula, charge and spin is 153.3 kcal/mol. The maximum force is 14.17 eV/Å. Its expectation value of S² is 2.01. Its highest occupied orbital energy (spin up / spin down) is -4.50 / -10.20 eV. Its multiplicity is 3.

CARTESIAN COORDINATES (ANGSTROEM)
1 C 0.64749 -0.41112 0.20588
2 C -0.36145 0.69971 -0.21085
3 N -0.58824 -0.64316 -0.54887
4 O -1.43865 0.03009 0.43002
5 H 1.59377 -0.60005 -0.42800
6 H 0.51490 -0.67191 1.32682
7 H -0.36781 1.59644 -0.77500


Entry from the OMol25 dataset: 12 unconnected molecules or ions with the total composition C72H60F12 (the ωB97M-V functional and the def2-TZVPD basis).

The charge is 0. The value obtained for the energy above the lowest of the compared OMol25 structures with the same formula, charge and spin is 90.6 kcal/mol. Its SMILES is Fc1ccccc1.Fc1ccccc1.Fc1ccccc1.Fc1ccccc1.Fc1ccccc1.Fc1ccccc1.Fc1ccccc1.Fc1ccccc1.Fc1ccccc1.Fc1ccccc1.Fc1ccccc1.Fc1ccccc1. The maximum force is 4.02 eV/Å. Its highest occupied orbital energy is -8.89 eV.

CARTESIAN COORDINATES (ANGSTROEM)
1 F -30.18295 -8.71516 -13.06864
2 C -30.42182 -7.42137 -12.93566
3 C -30.55245 -6.56311 -14.08477
4 C -31.03775 -5.30494 -13.91053
5 C -31.36427 -4.88544 -12.61077
6 C -31.21827 -5.70450 -11.52827
7 C -30.65573 -6.95249 -11.66615
8 H -30.19930 -6.86500 -15.05973
9 H -31.30246 -4.82273 -14.83994
10 H -31.82193 -3.91392 -12.49623
11 H -31.65642 -5.41588 -10.58428
12 H -30.45601 -7.53222 -10.77709
13 F -27.04929 0.99483 -4.48127
14 C -26.39415 0.06024 -5.16082
15 C -26.91870 -1.25250 -5.30127
16 C -26.20193 -2.13919 -6.16096
17 C -24.96451 -1.76707 -6.66892
18 C -24.39071 -0.55376 -6.45592
19 C -25.08206 0.38525 -5.57841
20 H -27.94734 -1.40200 -5.00812
21 H -26.71587 -3.02238 -6.51058
22 H -24.39118 -2.53692 -7.16393
23 H -23.41561 -0.26237 -6.81741
24 H -24.58765 1.32725 -5.39239
25 F -27.05175 -5.38777 -7.04392
26 C -27.37526 -5.17032 -8.30844
27 C -26.79657 -6.03131 -9.24716
28 C -26.94891 -5.77661 -10.60673
29 C -27.86200 -4.77503 -10.95930
30 C -28.31055 -3.88651 -10.05284
31 C -28.16736 -4.09457 -8.70320
32 H -26.11275 -6.80424 -8.92877
33 H -26.53853 -6.46581 -11.32990
34 H -28.06150 -4.79795 -12.02046
35 H -29.03623 -3.21739 -10.49108
36 H -28.73401 -3.57322 -7.94590
37 F -29.57125 0.38228 -15.37784
38 C -29.31559 -0.98612 -15.36946
39 C -28.45213 -1.56408 -14.44272
40 C -28.18599 -2.92148 -14.38550
41 C -28.76582 -3.67124 -15.43576
42 C -29.56667 -3.08502 -16.46993
43 C -29.80725 -1.72312 -16.42200
44 H -28.02460 -0.87386 -13.73052
45 H -27.59721 -3.26802 -13.54904
46 H -28.67629 -4.74752 -15.43665
47 H -30.10235 -3.69983 -17.17807
48 H -30.35021 -1.27682 -17.24201
49 F -37.04743 1.24622 -9.48985
50 C -36.01243 1.45291 -10.27512
51 C -35.67384 0.59680 -11.33709
52 C -34.54003 0.89513 -12.09983
53 C -34.00334 2.16912 -12.01012
54 C -34.34788 2.99398 -10.96549
55 C -35.39223 2.72448 -10.07270
56 H -36.22463 -0.33204 -11.32011
57 H -34.21330 0.21420 -12.87183
58 H -33.18625 2.44580 -12.65990
59 H -33.71524 3.86431 -10.87227
60 H -35.72702 3.39750 -9.29723
61 F -30.02322 -0.25278 -11.66578
62 C -29.08264 0.37906 -10.95470
63 C -28.90066 0.05062 -9.61893
64 C -27.79472 0.56528 -8.96123
65 C -26.96381 1.46583 -9.60428
66 C -27.22574 1.86849 -10.96144
67 C -28.26197 1.27538 -11.65454
68 H -29.50968 -0.72576 -9.17993
69 H -27.45266 0.11639 -8.04042
70 H -26.04031 1.78950 -9.14733
71 H -26.64348 2.63148 -11.45666
72 H -28.53826 1.34489 -12.69629
73 F -27.00027 1.93368 -15.87217
74 C -25.78582 2.14040 -15.47753
75 C -25.05594 1.16534 -14.77986
76 C -23.76494 1.49843 -14.35553
77 C -23.30379 2.76766 -14.41358
78 C -23.97334 3.73608 -15.11829
79 C -25.18473 3.41465 -15.66939
80 H -25.47555 0.17332 -14.70105
81 H -23.24253 0.66383 -13.91177
82 H -22.30306 2.98040 -14.06765
83 H -23.52864 4.71880 -15.17215
84 H -25.60411 4.12881 -16.36256
85 F -31.34090 -0.02895 -5.70168
86 C -31.54967 -0.81495 -6.78852
87 C -31.53928 -2.18161 -6.63722
88 C -31.74679 -2.95292 -7.73823
89 C -32.16358 -2.33199 -8.96578
90 C -32.16137 -0.95342 -9.06702
91 C -31.96278 -0.19727 -7.96804
92 H -31.35626 -2.50596 -5.62347
93 H -31.82907 -4.02859 -7.78898
94 H -32.25685 -2.87983 -9.89183
95 H -32.45735 -0.49710 -10.00006
96 H -31.92895 0.86918 -8.13517
97 F -33.23789 5.57931 -9.06335
98 C -32.31231 4.93935 -8.34328
99 C -32.62458 4.53814 -7.00785
100 C -31.64733 3.89622 -6.24496
101 C -30.31475 3.79979 -6.69007
102 C -29.95801 4.30396 -7.95768
103 C -30.97506 4.86100 -8.72889
104 H -33.56819 4.75243 -6.52816
105 H -31.89564 3.56701 -5.24678
106 H -29.61378 3.24980 -6.07970
107 H -28.97931 4.11993 -8.37563
108 H -30.69839 5.24273 -9.70056
109 F -22.27701 3.10496 -9.28797
110 C -22.63694 1.80730 -9.45918
111 C -23.69358 1.46259 -10.29983
112 C -24.02029 0.13764 -10.49784
113 C -23.23774 -0.84213 -9.84387
114 C -22.20737 -0.49023 -8.96932
115 C -21.92958 0.88588 -8.75351
116 H -24.31655 2.18965 -10.79954
117 H -24.79629 -0.25074 -11.14078
118 H -23.42801 -1.89138 -10.01495
119 H -21.62838 -1.31287 -8.57636
120 H -21.12724 1.24367 -8.12529
121 F -30.73728 3.33811 -12.20621
122 C -29.88604 4.09561 -12.97830
123 C -29.40749 3.57700 -14.20884
124 C -28.40625 4.26999 -14.91839
125 C -28.06436 5.55507 -14.50488
126 C -28.62515 6.10944 -13.35456
127 C -29.57209 5.38343 -12.59731
128 H -29.70629 2.58021 -14.49783
129 H -28.02022 3.96996 -15.88137
130 H -27.45626 6.14619 -15.17363
131 H -28.32191 7.12298 -13.13734
132 H -29.95520 5.86392 -11.70919
133 F -26.37819 3.78131 -6.87210
134 C -25.38244 4.58516 -6.37832
135 C -25.50739 5.68875 -5.57004
136 C -24.36076 6.32700 -5.10863
137 C -23.05349 5.95808 -5.47372
138 C -22.93219 4.82381 -6.30101
139 C -24.10784 4.14759 -6.71256
140 H -26.44383 6.15970 -5.30990
141 H -24.53113 7.11945 -4.39491
142 H -22.22460 6.49965 -5.04239
143 H -21.93286 4.45409 -6.47714
144 H -23.96460 3.52964 -7.58665


Entry from the OMol25 dataset: a gas-phase ion, C5H5ClN5 (charge +1) (the ωB97M-V functional and the def2-TZVPD basis).

The charge is +1. The value obtained for the energy above the lowest of the compared OMol25 structures with the same formula, charge and spin is 5.0 kcal/mol. The maximum force is 3.84 eV/Å. Its expectation value of S² is 2.01. Its highest occupied orbital energy (spin up / spin down) is -12.16 / -14.61 eV. Its multiplicity is 3.

CARTESIAN COORDINATES (ANGSTROEM)
1 C -1.59645 -1.68489 -1.06220
2 C -0.34160 2.10514 -0.73525
3 C -1.73394 0.61708 -0.03621
4 C -2.93930 -0.20897 -0.15047
5 C -0.41496 0.01767 0.17300
6 N -0.49112 -1.13124 -0.76670
7 N -2.79570 -1.36470 -0.66263
8 N -1.61872 1.73993 -0.63095
9 N 0.45442 1.12339 -0.39546
10 N 0.06044 -0.41622 1.43268
11 Cl -4.35986 0.34553 0.52183
12 H -1.53266 -2.51113 -1.66408
13 H 0.05832 2.89614 -1.25464
14 H 1.50125 1.10132 -0.38433
15 H -0.78755 -0.78221 2.02293
16 H 0.81367 -1.13443 1.29903


Entry from the OMol25 dataset: 8 unconnected molecules or ions with the total composition C32H70N8O10P2S4 (the ωB97M-V functional and the def2-TZVPD basis).

The charge is 0. The value obtained for the energy above the lowest of the compared OMol25 structures with the same formula, charge and spin is 63.6 kcal/mol. The maximum force is 4.83 eV/Å. Its highest occupied orbital energy is -8.36 eV.

CARTESIAN COORDINATES (ANGSTROEM)
1 O 12.35462 11.01977 17.06358
2 P 12.57858 10.51867 18.43281
3 N 11.29184 10.90931 19.53819
4 C 11.35548 10.62836 20.98028
5 C 9.95034 10.97694 19.02787
6 N 14.08640 11.12024 19.12334
7 C 15.35024 10.55338 18.83456
8 C 14.07944 12.53081 19.51321
9 N 12.69756 8.81272 18.70839
10 C 12.40328 7.87908 17.66382
11 C 13.00328 8.22410 19.97546
12 H 12.37614 10.75199 21.34235
13 H 11.00586 9.62101 21.20638
14 H 10.71780 11.24443 21.61425
15 H 9.63326 9.95944 18.79928
16 H 10.00405 11.57153 18.11591
17 H 9.25076 11.46087 19.70940
18 H 16.13750 11.28588 18.65634
19 H 15.64886 9.97571 19.70933
20 H 15.30282 9.85426 17.99964
21 H 13.29132 12.87496 20.18293
22 H 15.09612 12.84811 19.74506
23 H 14.03874 13.15677 18.62180
24 H 12.46374 8.46694 16.74793
25 H 13.09802 7.04060 17.71288
26 H 11.43208 7.40061 17.79001
27 H 13.16910 8.88922 20.82294
28 H 13.95326 7.69004 19.95522
29 H 12.17512 7.60011 20.31143
30 O 11.66186 13.03081 12.46713
31 P 10.60148 12.02695 12.11159
32 N 10.09130 11.10513 13.43263
33 C 9.03622 10.11240 13.36716
34 C 11.09886 10.68442 14.33845
35 N 11.04568 10.92469 10.89195
36 C 10.14902 10.01585 10.22439
37 C 12.42836 10.72885 10.44115
38 N 9.21114 12.78614 11.51228
39 C 9.21756 13.55338 10.25956
40 C 8.21864 13.33829 12.49993
41 H 9.40825 9.15896 12.99212
42 H 8.13951 10.51278 12.89416
43 H 8.80111 9.83789 14.39549
44 H 10.74834 9.97459 15.08771
45 H 11.47510 11.63656 14.71259
46 H 11.96708 10.23356 13.85784
47 H 9.23660 9.81346 10.78530
48 H 9.78555 10.46861 9.30189
49 H 10.66260 9.07613 10.02128
50 H 12.52614 10.18007 9.50446
51 H 12.90148 11.65508 10.11498
52 H 13.15618 10.36885 11.16832
53 H 8.22260 13.92442 10.01357
54 H 9.79620 14.47264 10.35030
55 H 9.52570 13.00580 9.36888
56 H 7.28972 13.59969 11.99311
57 H 8.60970 14.27572 12.89539
58 H 7.96726 12.67425 13.32695
59 C 14.96696 13.12076 13.58929
60 S 16.51725 12.26788 14.10464
61 O 17.39207 13.37256 14.67910
62 C 15.83134 11.40206 15.53262
63 H 15.24230 13.98540 12.98540
64 H 14.42920 13.49292 14.46131
65 H 14.31788 12.49821 12.97348
66 H 16.65414 11.10899 16.18470
67 H 15.17706 10.57043 15.27107
68 H 15.23270 12.10812 16.10813
69 C 16.10382 16.29208 14.43653
70 S 15.61976 17.19166 12.91841
71 O 16.42770 16.59876 11.80089
72 C 13.89122 16.67890 12.78292
73 H 16.39196 16.96963 15.24027
74 H 16.95234 15.63727 14.23819
75 H 15.26132 15.68477 14.76739
76 H 13.75864 15.60530 12.91667
77 H 13.42190 17.20295 11.95034
78 H 13.45118 17.17480 13.64811
79 C 14.47684 15.06795 9.22184
80 S 15.32888 13.43416 9.00966
81 O 15.85760 13.48342 7.58845
82 C 16.76128 13.67024 10.11069
83 H 14.93186 15.78905 9.90085
84 H 13.50540 14.89050 9.68327
85 H 14.30768 15.53663 8.25239
86 H 17.40628 12.79660 10.01672
87 H 16.34017 13.82734 11.10371
88 H 17.25820 14.62343 9.93015
89 C 19.53997 6.74998 17.86879
90 S 18.76402 8.18845 18.81149
91 O 18.10538 9.15235 17.82720
92 C 17.37954 7.11921 19.35689
93 H 18.83097 6.60146 17.05433
94 H 19.53961 5.93708 18.59494
95 H 20.46760 6.99307 17.35059
96 H 16.88477 7.55761 20.22355
97 H 17.66994 6.11012 19.64933
98 H 16.64444 6.89935 18.58269
99 C 20.39598 11.37627 17.70038
100 C 21.22474 12.00825 18.62618
101 C 21.25488 13.36819 18.69259
102 C 20.50828 14.21547 17.80032
103 C 19.66730 13.59359 16.92966
104 C 19.65974 12.19927 16.88137
105 N 20.69552 15.70368 17.85285
106 O 19.74930 16.45898 17.50644
107 O 21.70852 16.14242 18.46016
108 H 20.23281 10.31018 17.64351
109 H 21.66342 11.43551 19.42988
110 H 21.86914 13.76676 19.48646
111 H 19.00352 14.11516 16.25605
112 H 18.91790 11.70636 16.27055
113 C 16.28776 14.92101 18.09695
114 C 17.09784 14.61267 19.16083
115 C 16.87994 15.26428 20.36775
116 C 15.87080 16.20771 20.54189
117 C 15.02634 16.48679 19.46311
118 C 15.24052 15.86187 18.23746
119 N 15.75678 16.99431 21.86155
120 O 14.87890 17.81124 21.92488
121 O 16.44362 16.76459 22.76535
122 H 16.37164 14.39282 17.15866
123 H 17.83892 13.86216 18.92857
124 H 17.50936 15.00430 21.20599
125 H 14.23648 17.22013 19.53194
126 H 14.57076 16.04056 17.40928


Entry from the OMol25 dataset: a molecular structure, C17H36BeCl9FLiN3O7S (the ωB97M-V functional and the def2-TZVPD basis).

The charge is 0. The maximum force is 2.83 eV/Å. Its highest occupied orbital energy is -5.29 eV.

CARTESIAN COORDINATES (ANGSTROEM)
1 N -1.21835 1.36152 0.33224
2 C -1.86159 0.41271 1.24885
3 C -1.01862 -0.85872 1.63754
4 C 0.15142 -1.18667 0.68507
5 C -0.24532 -2.26066 -0.39788
6 C 0.58927 -1.96052 -1.65908
7 C 0.28543 -2.85946 -2.86950
8 C 0.14366 -4.38962 -2.74853
9 C -0.04666 -4.69521 -4.30575
10 C -1.21390 -3.66210 -4.57777
11 N -0.81276 -2.44418 -3.80043
12 H -0.40862 1.80321 0.75500
13 H -0.99180 0.95234 -0.56809
14 H -2.85636 0.13665 0.84650
15 H -2.07158 0.97736 2.17563
16 H -1.70260 -1.72946 1.69177
17 H -0.59007 -0.68914 2.63998
18 H 0.58645 -0.32607 0.14990
19 H 0.96518 -1.63464 1.29202
20 H 0.00825 -3.23812 0.06196
21 H -1.33893 -2.27454 -0.57835
22 H 0.34872 -0.91906 -1.97036
23 H 1.65736 -2.03047 -1.38835
24 H 1.20276 -2.75195 -3.48864
25 H 1.05304 -4.97153 -2.52668
26 H -0.80400 -4.72041 -2.29372
27 H -0.22766 -5.73762 -4.59744
28 H 0.75502 -4.27348 -4.94818
29 H -2.11681 -4.04578 -4.05700
30 H -1.48387 -3.46192 -5.62774
31 H -0.29966 -1.81152 -4.45500
32 H -1.65823 -1.94152 -3.39497
33 N -4.95887 2.43259 2.01455
34 O -4.37558 3.44291 2.40691
35 O -4.63030 1.31063 2.48438
36 O -5.85157 2.50320 1.16437
37 Be -3.17675 -1.15575 -2.50506
38 C -0.85795 0.96411 -6.51865
39 S 0.74854 0.32795 -6.01795
40 O 0.50995 -1.04410 -5.44902
41 C 0.96673 1.44329 -4.62797
42 H -1.22065 0.37030 -7.35780
43 H -1.52137 0.85793 -5.66237
44 H -0.78097 2.00728 -6.82357
45 H 0.13630 1.32855 -3.92901
46 H 1.01539 2.47091 -4.98876
47 H 1.89841 1.18969 -4.12524
48 C 3.66568 2.02430 -1.05918
49 Cl 4.97968 1.76656 0.09202
50 Cl 3.63536 3.72099 -1.55412
51 Cl 3.92132 0.99733 -2.48643
52 Cl 2.12226 1.60036 -0.30152
53 O -6.64955 0.06131 3.75132
54 H -5.72853 -0.11900 3.52883
55 C 5.04664 7.81078 -1.11682
56 Cl 6.30036 8.28145 -2.27427
57 Cl 5.66207 6.52390 -0.07014
58 Cl 4.59599 9.20808 -0.13275
59 Cl 3.62267 7.22616 -1.99656
60 O -1.41252 0.14660 4.63538
61 C -0.63682 -0.19260 5.48743
62 O -0.22311 0.69932 6.40534
63 C 0.53860 0.35208 7.54061
64 C 2.02503 0.31575 7.25579
65 C -0.04531 -1.58328 5.48816
66 H 0.16604 -0.58754 7.96648
67 H 0.35924 1.17032 8.31246
68 H 2.26221 -0.45554 6.50092
69 H 2.58338 0.08700 8.17587
70 H 2.35265 1.28772 6.88031
71 H 0.79981 -1.60876 4.80019
72 H -0.80927 -2.28070 5.14641
73 H 0.27241 -1.92832 6.46969
74 F 0.26612 2.53908 7.73333
75 Cl 2.15894 0.95421 4.95830
76 Li -3.50304 -0.19712 -5.17430